[1]
# C4H12N2O

An isolated molecule of C4H12N2O in a non-equilibrium geometry (ωB97M-V/def2-TZVPD, the OMol25 dataset).

As for the multiplicity: 1. Its max |F| is 5.0 eV/A. The HOMO-LUMO gap is 9.937 eV. Its total energy is -9368.2203 eV. The value obtained for the relative energy (zero: lowest compared OMol25 entry of this formula, charge and spin) is 68.6 kcal/mol. The calculation puts the LUMO energy at 0.0305 hartree.

Each line ends with the natural charge from an NBO analysis.
Cartesian coordinates (Å):
N 1.355 -2.239 -0.365  -0.83
C 1.480 -0.761 -0.262  -0.20
C 0.088 -0.121 0.036  -0.05
N -0.796 -0.377 -1.161  -0.84
C -0.007 1.224 0.569  -0.44
C -1.405 1.766 0.797  -0.06
O -2.372 1.279 -0.276  -0.79
H 2.230 -2.646 -0.110  0.36
H 0.838 -2.626 0.465  0.34
H 2.121 -0.408 0.680  0.15
H 1.985 -0.529 -1.117  0.19
H -0.270 -0.829 0.683  0.18
H -0.264 -0.260 -2.097  0.36
H -0.873 -1.392 -1.168  0.38
H 0.513 1.959 0.017  0.21
H 0.634 1.089 1.532  0.21
H -1.862 1.355 1.715  0.16
H -1.435 2.794 1.060  0.18
H -1.960 0.722 -0.999  0.50


[2]
# C29H64N7O6P3S2

A cluster of 3 separate species, C29H64N7O6P3S2 in total in a non-equilibrium geometry (ωB97M-V/def2-TZVPD, the OMol25 dataset).

As for the multiplicity: 1. Its max |F| is 5.8 eV/A. The HOMO-LUMO gap is 8.444 eV. Its total energy is -103361.0165 eV. The calculation puts the LUMO energy at 0.0144 hartree.

Each line ends with the Mulliken charge.
Cartesian coordinates (Å):
C 3.350 -2.280 4.108  -1.49
C 2.056 -2.852 3.489  0.50
C 2.312 -3.481 2.104  -1.44
C 1.963 -2.557 0.930  0.40
C 0.468 -2.170 0.897  -1.40
C 0.211 -0.648 0.867  1.56
C 0.707 -0.031 -0.445  -1.52
C 1.171 1.466 -0.425  2.76
C 2.507 1.566 -1.166  -1.11
C 3.570 0.844 -0.637  -0.40
C 4.796 0.854 -1.278  -0.86
C 4.847 1.613 -2.443  -0.47
C 3.719 2.300 -2.832  -0.61
N 2.501 2.342 -2.255  -0.34
O 0.127 2.132 -1.244  -0.38
S -1.107 2.366 -0.252  1.43
O -2.018 1.266 -0.277  -0.66
O -1.739 3.614 -0.494  -0.71
O -0.329 2.300 1.199  -0.34
C 1.071 2.295 0.876  -0.07
S 1.297 4.107 0.309  -0.14
P 2.401 2.237 2.198  0.22
C 2.225 3.813 3.144  -1.25
C 1.990 0.994 3.485  0.09
C 0.618 1.132 4.191  -0.56
H 3.083 -1.512 4.835  0.31
H 3.900 -3.074 4.609  0.44
H 3.953 -1.789 3.341  0.28
H 1.340 -2.031 3.419  -0.26
H 1.701 -3.631 4.163  0.38
H 3.389 -3.678 2.058  0.51
H 1.831 -4.456 2.006  0.36
H 2.228 -3.087 0.012  0.44
H 2.595 -1.665 0.999  -0.36
H -0.008 -2.601 0.014  0.45
H 0.008 -2.567 1.803  0.41
H 0.669 -0.248 1.770  -1.10
H -0.865 -0.544 0.998  0.00
H -0.121 -0.094 -1.148  0.52
H 1.477 -0.685 -0.854  0.77
H 3.434 0.278 0.273  0.13
H 5.656 0.298 -0.936  0.48
H 5.748 1.667 -3.037  0.44
H 3.810 2.904 -3.733  0.53
H 2.613 4.081 0.039  0.17
H 1.179 4.119 3.169  0.41
H 2.497 3.628 4.185  0.44
H 2.818 4.603 2.701  0.42
H 2.130 -0.002 3.071  -0.58
H 2.773 1.090 4.242  0.75
H 0.138 2.094 4.043  0.27
H -0.034 0.324 3.859  -0.35
H 0.762 0.940 5.255  0.42
C -2.967 -3.232 5.184  -1.13
N -2.996 -2.044 6.005  0.32
C -2.197 -2.174 7.207  -1.14
P -3.970 -0.674 5.789  1.11
O -3.050 0.437 6.202  -0.94
N -4.098 -0.318 4.092  0.11
C -3.014 -0.727 3.221  -0.99
C -4.454 1.075 3.835  -1.05
N -5.459 -1.569 5.756  0.01
C -5.883 -2.024 7.095  -1.05
C -6.632 -0.962 5.103  -0.95
H -3.024 -4.141 5.797  0.41
H -2.035 -3.276 4.607  0.14
H -3.800 -3.274 4.486  0.40
H -2.686 -2.829 7.942  0.32
H -2.037 -1.207 7.681  0.33
H -1.211 -2.591 6.980  0.32
H -2.031 -0.413 3.599  0.27
H -3.146 -0.299 2.225  0.52
H -3.009 -1.807 3.070  0.15
H -3.603 1.753 3.965  0.23
H -5.246 1.404 4.513  0.38
H -4.837 1.179 2.817  0.36
H -6.608 -2.832 6.993  0.37
H -6.334 -1.220 7.684  0.35
H -5.038 -2.421 7.660  0.28
H -6.485 -0.900 4.029  0.25
H -6.860 0.034 5.491  0.34
H -7.504 -1.597 5.265  0.38
C 0.869 -1.006 -9.158  -1.26
N 1.193 0.397 -9.045  0.19
C 1.965 0.887 -10.169  -1.09
P 0.927 1.403 -7.708  1.01
O 0.561 2.705 -8.357  -0.90
N -0.603 1.011 -6.980  0.11
C -1.646 0.438 -7.814  -0.99
C -1.141 2.113 -6.186  -1.16
N 1.766 0.372 -6.591  0.09
C 3.233 0.455 -6.734  -0.98
C 1.456 0.487 -5.157  -1.16
H 1.720 -1.581 -9.543  0.39
H 0.029 -1.150 -9.846  0.32
H 0.601 -1.448 -8.200  0.40
H 3.003 0.529 -10.126  0.31
H 1.990 1.975 -10.185  0.32
H 1.529 0.558 -11.117  0.37
H -1.815 1.010 -8.736  0.31
H -2.585 0.404 -7.258  0.35
H -1.422 -0.596 -8.075  0.27
H -1.582 2.899 -6.810  0.30
H -0.357 2.573 -5.580  0.38
H -1.901 1.739 -5.497  0.39
H 3.696 -0.415 -6.266  0.34
H 3.645 1.360 -6.274  0.30
H 3.527 0.449 -7.784  0.28
H 0.457 0.120 -4.941  0.26
H 1.548 1.514 -4.796  0.38
H 2.131 -0.135 -4.564  0.45


[3]
# C8H13N2

The ion C8H13N2 with charge +1 in a non-equilibrium geometry (ωB97M-V/def2-TZVPD, the OMol25 dataset).

As for the multiplicity: 1. Its max |F| is 3.3 eV/A. The HOMO-LUMO gap (alpha / beta) is 7.070 / 7.066 eV. Its total energy is -11475.5782 eV. The value obtained for the relative energy (zero: lowest compared OMol25 entry of this formula, charge and spin) is 136.3 kcal/mol. Its charge is +1. The calculation puts the LUMO energy (alpha / beta) at -0.1659 / -0.1660 hartree.

Each line ends with the natural charge from an NBO analysis.
Cartesian coordinates (Å):
C -1.592 -1.443 -1.762  -0.39
C -2.275 -2.132 -0.801  -0.04
C -0.717 -0.660 -1.036  0.13
C -0.767 -1.010 0.275  -0.01
C 0.054 -0.414 1.339  -0.40
C 1.222 0.951 -0.572  -0.03
C 0.717 1.011 0.846  -0.30
C -0.329 2.108 0.974  -0.62
N -1.794 -1.886 0.440  -0.48
N 2.563 0.350 -0.907  -0.73
H -1.804 -1.397 -2.776  0.25
H -3.112 -2.750 -1.148  0.24
H -0.390 -0.101 2.329  0.24
H 0.819 -1.133 1.548  0.21
H 1.091 1.839 -1.267  0.24
H 1.412 1.222 1.611  0.23
H 0.104 3.097 1.058  0.23
H -1.137 2.097 1.712  0.24
H -0.894 2.063 0.067  0.22
H -2.055 -2.414 1.243  0.43
H 2.658 0.248 -2.000  0.46
H 2.820 -0.573 -0.554  0.44
H 3.405 0.928 -0.619  0.44